# 1
C2H6 | ωB97M-V with the def2-TZVPD basis set

Structure (XYZ):
```
8
Properties=species:S:1:pos:R:3
C -0.83 0.32 0.22
C 0.72 -0.24 -0.04
H -1.35 -0.53 0.43
H -1.08 0.64 -0.72
H -0.59 1.22 0.76
H 0.80 -1.16 0.41
H 0.73 -0.70 -1.12
H 1.60 0.45 0.07
```

Values from the calculation:
Energy ... -79.741290 a.u.
Structure (SMILES) ... CC
HOMO ... -11.20 eV
Energy above the lowest of the compared OMol25 structures with the same formula, charge and spin ... 31.78 kcal/mol


# 2
C7H9N | ωB97M-V with the def2-TZVPD basis set

Structure (XYZ):
```
17
Properties=species:S:1:pos:R:3
C 1.72 1.05 0.54
C 1.00 -0.25 0.82
C 0.83 -1.19 -0.30
N 0.28 -0.40 -1.36
C -1.04 -0.05 -1.07
C 0.17 -1.25 1.01
C -1.99 -0.55 -0.15
C -1.37 0.74 0.18
H 1.04 1.65 0.04
H 2.13 1.63 1.42
H 2.60 0.85 -0.17
H 1.67 -1.90 -0.47
H -1.43 0.45 -2.17
H -0.36 -2.12 1.24
H -2.59 -1.33 -0.63
H -1.88 1.69 -0.06
H -0.79 0.99 1.12
```

Values from the calculation:
Energy ... -326.479234 a.u.
HOMO ... -7.12 eV
Energy above the lowest of the compared OMol25 structures with the same formula, charge and spin ... 258.37 kcal/mol


# 3
C35H49FI3N13O3 | ωB97M-V with the def2-TZVPD basis set

Structure (XYZ):
```
104
Properties=species:S:1:pos:R:3
C -1.54 -1.38 -3.60
C -2.12 -0.34 -2.69
I -3.96 0.48 -3.36
C -1.59 0.01 -1.55
I 0.21 -0.99 -0.96
C -2.12 0.99 -0.54
O -3.36 0.56 0.05
C -4.12 1.68 0.14
O -4.92 1.84 0.96
O -3.75 2.53 -0.82
C -2.30 2.50 -0.82
I -1.85 3.76 0.90
C -1.82 3.13 -2.10
C -0.38 2.86 -2.46
C 0.61 3.13 -1.39
F -0.10 3.73 -3.52
H -2.02 -1.35 -4.56
H -0.47 -1.27 -3.68
H -1.80 -2.33 -3.16
H -1.43 0.97 0.30
H -2.45 2.90 -2.94
H -1.89 4.20 -1.96
H -0.22 1.88 -2.88
H 1.59 2.88 -1.75
H 0.43 2.56 -0.49
H 0.64 4.18 -1.14
C -5.08 -2.49 -0.46
C -3.95 -3.31 -0.87
N -3.06 -3.93 -1.21
H -4.98 -2.23 0.59
H -5.11 -1.58 -1.05
H -6.01 -3.05 -0.60
C -7.17 3.22 -0.47
C -8.24 3.14 -1.47
N -9.06 3.08 -2.24
H -7.05 2.26 0.01
H -6.24 3.50 -0.95
H -7.43 3.97 0.27
C -1.44 1.85 -6.10
C -0.82 0.57 -6.42
N -0.35 -0.43 -6.67
H -1.33 2.07 -5.05
H -0.95 2.64 -6.68
H -2.50 1.82 -6.36
C 3.70 1.33 1.37
C 2.24 1.43 1.46
N 1.10 1.48 1.55
H 4.00 0.94 0.41
H 4.15 2.31 1.51
H 4.05 0.66 2.15
C 4.72 -3.24 2.13
C 4.17 -2.39 1.09
N 3.72 -1.73 0.29
H 4.60 -4.29 1.86
H 5.78 -3.03 2.25
H 4.21 -3.06 3.07
C 2.26 -3.72 5.83
C 3.42 -4.51 5.44
N 4.33 -5.11 5.13
H 2.33 -3.45 6.88
H 2.22 -2.81 5.23
H 1.35 -4.29 5.66
C -2.59 7.33 3.43
C -1.37 6.74 2.91
N -0.42 6.26 2.51
H -2.47 7.53 4.50
H -2.80 8.26 2.92
H -3.42 6.65 3.29
C 4.78 3.77 -3.41
C 4.82 2.89 -2.25
N 4.87 2.20 -1.35
H 5.20 3.27 -4.27
H 3.75 4.04 -3.64
H 5.35 4.67 -3.21
C -2.82 -7.48 -0.59
C -3.21 -8.74 0.04
N -3.51 -9.71 0.54
H -3.52 -7.24 -1.38
H -2.81 -6.68 0.14
H -1.82 -7.58 -1.02
C 5.48 0.60 -6.96
C 4.70 1.79 -6.63
N 4.10 2.71 -6.38
H 4.86 -0.10 -7.51
H 6.33 0.88 -7.58
H 5.84 0.13 -6.05
C 7.19 -2.68 5.69
C 6.65 -1.83 4.64
N 6.22 -1.16 3.83
H 7.05 -3.73 5.41
H 8.25 -2.48 5.82
H 6.67 -2.49 6.62
C -7.45 3.85 4.16
C -6.52 4.91 4.53
N -5.80 5.73 4.82
H -7.29 2.98 4.78
H -8.48 4.20 4.29
H -7.30 3.58 3.11
C 5.19 -8.71 3.71
C 4.95 -7.50 2.93
N 4.75 -6.56 2.33
H 5.86 -9.37 3.17
H 5.64 -8.44 4.67
H 4.25 -9.22 3.89
```

Values from the calculation:
Energy ... -3293.415337 a.u.
HOMO ... -8.87 eV


# 4
C25H47ClFeINO3Si2 | ωB97M-V with the def2-TZVPD basis set

Structure (XYZ):
```
81
Properties=species:S:1:pos:R:3
O -0.12 -1.65 0.95
O -2.33 -0.33 -3.54
C 0.78 -2.39 0.05
C 1.37 -3.61 0.71
H 1.55 -1.66 -0.25
H 0.16 -2.64 -0.82
H 1.77 -3.41 1.71
H 2.18 -3.99 0.09
H 0.62 -4.41 0.79
C -1.26 -2.49 1.36
C -2.08 -2.94 0.17
H -1.84 -1.89 2.06
H -0.84 -3.35 1.91
H -2.40 -2.08 -0.44
H -2.97 -3.46 0.54
H -1.53 -3.64 -0.47
C -3.39 0.61 -3.75
C -2.25 -1.38 -4.51
C -4.57 0.37 -2.83
H -3.75 0.60 -4.80
H -2.93 1.58 -3.52
H -5.05 -0.60 -3.03
H -5.32 1.15 -3.01
H -4.27 0.41 -1.78
C -3.49 -2.23 -4.66
H -1.40 -1.99 -4.17
H -2.00 -0.95 -5.50
H -3.83 -2.64 -3.70
H -3.26 -3.07 -5.31
H -4.32 -1.68 -5.11
H -0.41 0.94 -2.79
Fe 0.79 -0.22 2.06
C 0.08 1.92 -2.73
Si 1.11 2.34 -4.25
H -0.70 2.67 -2.60
H 0.71 1.94 -1.82
C 1.93 0.73 -4.78
C 2.43 3.64 -3.90
C 0.00 2.96 -5.63
C 2.56 0.13 1.23
Si 3.84 1.07 2.25
H 2.42 0.61 0.24
H 2.95 -0.89 0.98
C 4.53 2.47 1.18
C 5.24 -0.02 2.89
C 3.07 1.84 3.79
H 0.59 3.22 -6.52
H -0.56 3.85 -5.34
H -0.72 2.19 -5.93
H 2.70 0.43 -4.06
H 2.39 0.83 -5.77
H 1.17 -0.06 -4.83
H 2.96 3.42 -2.96
H 2.00 4.64 -3.82
H 3.18 3.66 -4.70
H 5.51 -0.78 2.15
H 4.93 -0.54 3.81
H 6.14 0.56 3.12
H 2.67 1.06 4.45
H 2.26 2.52 3.51
H 3.83 2.41 4.35
H 5.39 2.96 1.65
H 3.76 3.23 1.00
H 4.85 2.08 0.20
Cl -3.34 -0.84 7.60
C -1.98 -0.72 6.55
C -0.76 -1.28 6.95
C 0.36 -1.23 6.11
I 2.16 -2.08 6.69
C 0.23 -0.70 4.80
O 1.15 -0.82 3.89
C -1.00 -0.07 4.42
N -1.05 0.37 3.13
C -2.21 0.88 2.69
C -3.37 0.90 3.49
C -3.36 0.42 4.78
C -2.15 -0.09 5.28
H -0.70 -1.77 7.91
H -2.23 1.27 1.68
H -4.29 1.28 3.05
H -4.26 0.41 5.40
```

Values from the calculation:
Energy ... -3861.879096 a.u.
HOMO (spin up / spin down) ... -7.33 / -7.34 eV
Multiplicity ... 5
<S²> ... 6.0158
Energy above the lowest of the compared OMol25 structures with the same formula, charge and spin ... 0.00 kcal/mol


# 5
C16H31F3P2Sn | ωB97M-V with the def2-TZVPD basis set

Structure (XYZ):
```
53
Properties=species:S:1:pos:R:3
P 0.41 2.17 1.01
P -1.86 0.08 -1.51
C -0.56 2.39 -0.49
C -1.89 1.65 -0.57
H 0.19 2.11 -1.29
H -0.74 3.47 -0.59
H -2.29 1.45 0.43
H -2.61 2.30 -1.10
C -2.27 0.70 -3.16
H -2.28 -0.13 -3.88
H -1.57 1.48 -3.50
H -3.28 1.14 -3.10
C -3.17 -0.97 -0.91
H -4.06 -0.72 -1.50
H -3.40 -0.76 0.15
H -2.93 -2.03 -1.03
C 1.76 3.32 0.76
H 2.63 3.00 1.33
H 1.43 4.31 1.09
H 2.02 3.35 -0.31
C -0.53 2.58 2.46
H -1.57 2.23 2.38
H -0.52 3.67 2.56
H -0.07 2.12 3.34
Sn -1.60 -3.01 2.35
C -0.04 -0.36 -1.79
C 0.93 0.77 -1.98
C 2.41 0.52 -1.90
C 2.97 -0.27 -0.66
C 2.56 0.33 0.59
C 1.23 0.56 1.11
C 0.12 -0.53 0.77
C 0.22 -1.27 -0.56
C 0.36 -3.14 3.36
H -0.01 -1.00 -2.69
H 0.68 1.41 -2.84
H 2.88 1.53 -1.91
H 2.76 -0.01 -2.81
H 2.77 -1.34 -0.81
H 4.07 -0.19 -0.69
H 3.37 0.50 1.29
H 1.34 0.53 2.23
H -0.89 -0.07 0.87
H 0.19 -1.28 1.59
H 1.18 -1.81 -0.62
H -0.54 -2.08 -0.57
H 0.06 -3.45 4.38
H 0.96 -2.23 3.38
H 0.97 -3.94 2.91
F -0.69 -5.80 1.34
C -0.57 -4.51 0.87
F 0.75 -4.33 0.54
F -1.26 -4.46 -0.33
```

Values from the calculation:
Energy ... -1824.503389 a.u.
HOMO (spin up / spin down) ... -4.30 / -4.46 eV
Energy above the lowest of the compared OMol25 structures with the same formula, charge and spin ... 139.50 kcal/mol


# 6
C30H38MoN4O2 | ωB97M-V with the def2-TZVPD basis set

Structure (XYZ):
```
75
Properties=species:S:1:pos:R:3
Mo -0.14 -0.07 0.80
C -2.02 2.38 2.11
N -1.25 1.99 0.91
C -2.21 2.03 -0.25
C -3.40 1.06 -0.16
C -3.19 -0.29 0.53
N -1.95 -0.96 0.15
C -1.98 -1.96 -0.66
C -0.85 -2.73 -1.10
C -1.10 -3.73 -2.07
C -0.08 -4.53 -2.54
C 1.21 -4.36 -2.04
C 1.48 -3.40 -1.08
C 0.46 -2.57 -0.61
O 0.78 -1.66 0.31
C -0.22 3.04 0.66
C 0.84 3.24 1.74
C 1.79 2.05 2.04
N 1.68 1.06 0.97
C 2.60 1.06 0.06
C 2.46 0.48 -1.24
C 3.61 0.30 -2.04
C 3.49 -0.10 -3.35
C 2.22 -0.27 -3.90
C 1.08 -0.06 -3.15
C 1.19 0.29 -1.80
O 0.06 0.47 -1.09
H -2.41 3.39 1.98
H -1.38 2.35 2.98
H -2.85 1.70 2.26
H -1.63 1.84 -1.14
H -2.60 3.05 -0.32
H -3.71 0.87 -1.19
H -4.25 1.53 0.32
H -4.05 -0.93 0.30
H -3.16 -0.19 1.62
H -2.95 -2.28 -1.04
H -2.11 -3.86 -2.44
H -0.29 -5.29 -3.28
H 2.01 -4.99 -2.40
H 2.48 -3.26 -0.69
H -0.74 4.00 0.53
H 0.25 2.81 -0.29
H 0.39 3.59 2.67
H 1.44 4.08 1.38
H 1.55 1.56 2.97
H 2.82 2.41 2.12
H 3.52 1.60 0.27
H 4.58 0.48 -1.61
H 4.37 -0.26 -3.95
H 2.12 -0.57 -4.93
H 0.09 -0.18 -3.57
C -2.26 0.71 5.46
N -0.96 1.29 5.90
C -0.61 0.83 7.28
C 0.17 1.10 4.87
C 0.17 -0.29 4.28
C 0.61 -1.29 5.15
C 0.42 -2.63 4.87
C -0.27 -2.96 3.72
C -0.63 -1.96 2.82
C -0.37 -0.58 3.00
H -3.03 1.02 6.16
H -2.16 -0.38 5.47
H -2.49 1.04 4.46
H -1.09 2.30 5.97
H -0.57 -0.26 7.28
H -1.40 1.16 7.95
H 0.34 1.25 7.57
H 1.09 1.33 5.41
H 0.00 1.87 4.12
H 1.13 -1.01 6.06
H 0.77 -3.39 5.55
H -0.51 -3.99 3.49
H -1.13 -2.30 1.92
```

Values from the calculation:
Energy ... -1603.173009 a.u.
HOMO (spin up / spin down) ... -13.25 / -13.38 eV
Multiplicity ... 3
<S²> ... 2.0235
Energy above the lowest of the compared OMol25 structures with the same formula, charge and spin ... 0.00 kcal/mol
Net charge ... +2


# 7
C10H12F5I2N8ReS | ωB97M-V with the def2-TZVPD basis set

Structure (XYZ):
```
39
Properties=species:S:1:pos:R:3
Re -0.16 -0.16 -0.13
N 0.40 -1.69 3.85
C 0.18 -2.00 2.59
N 0.37 -0.90 1.85
C 0.68 0.06 2.78
N 0.72 -0.38 4.00
C 0.94 1.41 2.30
C 1.42 2.43 3.09
N 1.74 3.62 2.57
C 1.59 3.75 1.26
C 1.09 2.74 0.44
N 0.74 1.55 0.97
H 0.36 -2.29 4.66
H -0.09 -2.99 2.24
H 1.57 2.29 4.15
H 1.86 4.70 0.82
H 0.97 2.89 -0.61
I -3.35 -3.12 0.78
C -4.00 -1.17 0.39
I -2.60 0.36 0.99
H -4.86 -0.93 1.01
H -4.18 -1.02 -0.66
N 1.86 -0.32 -0.98
N 1.92 -1.16 -2.11
C 0.95 -2.04 -2.30
N 0.96 -2.87 -3.31
S -0.40 -2.15 -1.13
H 2.17 0.61 -1.26
H 2.52 -0.66 -0.28
H 2.69 -1.03 -2.76
H 1.70 -2.90 -4.01
H 0.20 -3.53 -3.44
F 0.41 1.26 -2.59
C -0.72 1.09 -1.82
F -1.05 2.32 -1.34
C -1.89 0.66 -2.80
F -1.40 0.40 -4.00
F -2.50 -0.47 -2.35
F -2.80 1.61 -2.87
```

Values from the calculation:
Energy ... -2396.464650 a.u.
HOMO (spin up / spin down) ... -18.44 / -18.44 eV
Multiplicity ... 2
<S²> ... 0.7710
Energy above the lowest of the compared OMol25 structures with the same formula, charge and spin ... 12.70 kcal/mol
Net charge ... +3


> Which value of energy does entry 3 give?

-3293.415337 a.u.